Molecular formula: C14H14BF9N6OPd
Method: DFT, the ωB97M-V functional and the def2-TZVPD basis

Geometry as XYZ:
```
46
Properties=species:S:1:pos:R:3
H 1.49129 1.71582 0.48072
N 1.42418 0.84138 -1.45331
B 0.44474 0.14133 -3.78890
N 0.65969 1.14972 -2.59262
C 0.15190 2.42722 -2.44844
Pd 2.80162 -0.60885 -1.01709
H -0.41944 2.90093 -3.23917
C 0.50754 2.90679 -1.18943
H 0.31983 3.89528 -0.78538
C 1.20213 1.84947 -0.55769
H 0.82955 0.67766 -4.78514
C -0.54861 -1.40912 1.82872
H 0.42489 -0.99424 1.43973
H -0.38984 -2.39811 2.32711
H -1.19173 -1.48692 0.94697
N -1.10411 -0.17907 -3.91466
N 1.23880 -1.19374 -3.76567
N -1.75507 -1.15987 -3.18349
N 1.94294 -1.62650 -2.62283
C -1.99025 0.46105 -4.72612
C 1.52803 -2.01777 -4.81467
H -1.66071 1.27100 -5.37368
H 1.04799 -1.84446 -5.76665
C -3.25904 -0.09108 -4.52467
C 2.34820 -3.05845 -4.35604
C -3.05982 -1.09538 -3.52965
C 2.46871 -2.85574 -2.96054
H -4.17399 0.14588 -5.04300
H 2.74022 -3.87969 -4.93171
H -3.86736 -1.71204 -3.14183
H 2.82246 -3.54247 -2.19096
H -0.96115 -0.68121 2.45594
F 0.64049 -1.41940 4.96170
C 0.88668 -0.09313 5.06337
F 1.51193 0.12472 6.26663
F 1.79434 0.23618 4.09495
C -0.49135 0.74817 4.89572
O -1.44017 0.34021 4.17768
C -1.16947 0.60299 6.51631
F -0.47597 1.18409 7.54174
F -2.39222 1.16580 6.47030
F -1.29945 -0.71863 6.82660
C 0.04897 2.25063 4.59762
F 1.13313 2.56102 5.38791
F 0.47824 2.36565 3.29731
F -0.87723 3.21438 4.80530
```

Computed properties:
Energy relative to the best compared isomer or geometry (same formula, charge and spin)   2.187 eV
2S+1   5
HOMO-LUMO gap (spin up / spin down)   8.70 / 4.57 eV
E_LUMO (spin up / spin down)   -7.20 / -11.00 eV
E_HOMO (spin up / spin down)   -15.9 / -15.6 eV
Largest force on an atom   4.44 eV/Å
Molecular weight   570.52 g mol⁻¹
Net charge   +2